1) C2H3N3O | ωB97M-V/def2-TZVPD

Computed properties:
HOMO-LUMO gap, eV: 8.5
Molar mass, u: 85.066

Atoms and positions in Å:
O1 -0.86063 -0.29757 1.70476
C1 -0.75133 -1.08630 -0.31511
N1 0.35857 -1.11170 -1.01578
N2 0.93704 0.13783 -0.87121
C2 0.28740 0.92354 -0.05265
N3 -0.80432 0.18738 0.34163
H1 -1.46234 -1.06880 1.55999
H2 1.75180 0.34259 -1.43184
H3 0.54381 1.97304 0.08021

2) C2H3N3O | ωB97M-V/def2-TZVPD

Computed properties:
HOMO-LUMO gap, eV: 10.0
Molar mass, u: 85.066

Atoms and positions in Å:
O1 2.06171 0.23720 0.18002
C1 0.81741 0.41428 -0.27717
N1 0.01396 1.30829 0.26603
N2 -1.13097 0.56332 0.32142
C2 -0.94059 -0.63933 -0.24252
N3 0.25303 -0.71758 -0.76846
H1 2.40636 -0.54839 -0.26140
H2 -1.89641 0.87487 0.89290
H3 -1.58450 -1.49267 -0.11083

Most stable structure: 2)

1) C7H12N2 | ωB97M-V/def2-TZVPD

Computed properties:
Structure (SMILES): C1C[C@H]2C[C@@H]1CC21NN1
HOMO-LUMO gap, eV: 10.3
Molar mass, u: 124.187

Atoms and positions in Å:
C1 1.57837 -0.32703 -0.72197
C2 0.57090 -1.37508 -0.15933
C3 0.58265 0.62540 1.27349
C4 -0.56570 1.00484 -0.70616
C5 0.95092 0.96197 -0.18441
C6 -0.26207 -0.64658 0.90894
C7 -1.40809 0.03361 0.09137
N1 -2.40400 -0.68836 -0.55879
N2 -2.76552 0.39287 0.34087
H1 2.63605 -0.50513 -0.31657
H2 1.77246 -0.41951 -1.82450
H3 -0.05244 -1.72597 -0.98451
H4 1.13728 -2.25892 0.18382
H5 1.37054 0.35946 1.94541
H6 0.03323 1.51202 1.68108
H7 -0.92023 1.97032 -0.51742
H8 -0.68319 0.76350 -1.71601
H9 1.59179 1.81102 -0.29069
H10 -0.55359 -1.18307 1.79105
H11 -2.66762 -0.25110 -1.42661
H12 -3.17142 0.26625 1.33975

2) C7H12N2 | ωB97M-V/def2-TZVPD

Computed properties:
Structure (SMILES): CC(C)(C)/N=C/CC#N
HOMO-LUMO gap, eV: 10.6
Molar mass, u: 124.187

Atoms and positions in Å:
C1 2.58050 -1.07288 -0.04547
C2 3.27017 0.18561 0.28810
C3 1.08476 -0.94379 -0.17002
C4 -1.68649 -0.75169 -0.81639
C5 -1.09379 1.66947 -0.57004
C6 -1.24028 0.34643 1.52730
C7 -0.88969 0.28476 0.03848
N1 3.75913 1.21772 0.28228
N2 0.49383 0.07858 0.23238
H1 3.01430 -1.40990 -1.00615
H2 2.99312 -1.83254 0.49546
H3 0.72915 -1.88661 -0.65023
H4 -2.57433 -0.21005 -0.86019
H5 -1.34824 -1.01402 -1.72462
H6 -1.77524 -1.62976 -0.31647
H7 -0.72739 2.52500 0.03430
H8 -0.44833 1.64809 -1.39337
H9 -2.23879 1.85351 -0.76620
H10 -0.53740 1.21173 2.00299
H11 -2.32690 0.41292 1.56353
H12 -1.03808 -0.68259 1.85434

Most stable structure: 2)

1) C4H7NOS | ωB97M-V/def2-TZVPD

Computed properties:
HOMO-LUMO gap (alpha / beta), eV: 6.8 / 7.7
Molar mass, u: 117.173

Atoms and positions in Å:
C1 -1.73965 1.62163 -0.15027
C2 -1.49302 0.34046 0.22834
C3 1.85637 0.50853 0.11407
C4 -0.85856 -0.59377 -0.62154
N1 2.48003 -0.58285 0.32238
O1 1.95103 1.69267 0.16184
S1 -0.31692 -2.18071 -0.05145
H1 -2.38821 2.32695 0.33497
H2 -1.31026 1.76928 -1.12591
H3 -2.13004 -0.03326 1.00282
H4 -0.38935 -0.22599 -1.55592
H5 2.17565 -1.47630 0.27835
H6 3.51317 -0.55990 0.39182
H7 -1.35025 -2.60674 0.67051

2) C4H7NOS | ωB97M-V/def2-TZVPD

Computed properties:
Structure (SMILES): OC/C=C/NC=S
HOMO-LUMO gap, eV: 9.0
Molar mass, u: 117.173

Atoms and positions in Å:
C1 -2.13873 -0.29853 -0.03022
C2 -0.90769 0.56311 -0.04483
C3 0.31200 0.04321 -0.08488
C4 2.76079 0.33972 -0.02846
H1 -1.64572 -1.95246 0.82201
H2 -2.68967 -0.02821 -0.97961
H3 -2.80017 -0.05140 0.77080
H4 -1.09410 1.62266 -0.02435
H5 0.41837 -1.03026 -0.22532
H6 1.32491 1.75895 0.03806
H7 3.46201 1.19045 -0.02038
N1 1.49847 0.75977 -0.02107
O1 -1.78992 -1.71677 -0.12327
S1 3.28946 -1.20022 -0.04847

Most stable structure: 2)

1) C7H14N2 | ωB97M-V/def2-TZVPD

Computed properties:
Structure (SMILES): [H]/N=C(/C)[C@](C)(/C=N/[H])CC
HOMO-LUMO gap, eV: 10.1
Molar mass, u: 126.203

Atoms and positions in Å:
C1 -0.64759 -0.08084 1.27238
C2 1.31633 1.76291 -0.20588
C3 -0.55377 -1.66883 -0.69675
C4 0.41898 -0.77951 2.11057
N1 -1.07035 1.39945 -1.85243
C5 0.97960 0.38718 -0.69427
C6 -0.40292 -0.20995 -0.24320
C7 -1.44944 0.57449 -0.98058
N2 1.89284 -0.24750 -1.28779
H1 -1.80087 1.88355 -2.37185
H2 1.65491 -1.17472 -1.62419
H3 -2.49089 0.31768 -0.73207
H4 -1.62885 -0.50440 1.50760
H5 -0.68056 0.97778 1.53853
H6 0.53172 2.45255 -0.49950
H7 1.41444 1.78540 0.87593
H8 2.25038 2.08131 -0.65773
H9 0.24043 -2.28372 -0.27715
H10 -1.51726 -2.06233 -0.37583
H11 -0.50873 -1.74253 -1.78233
H12 1.41443 -0.43485 1.83823
H13 0.25354 -0.57535 3.16692
H14 0.38362 -1.85776 1.97137

2) C7H14N2 | ωB97M-V/def2-TZVPD

Computed properties:
Structure (SMILES): [H]/N=C\C=N/[H].CC=C(C)C
HOMO-LUMO gap, eV: 9.6
Molar mass, u: 126.203

Atoms and positions in Å:
C1 -1.80692 -0.81137 -0.91867
C2 -1.10112 1.59733 -0.75988
C3 0.06350 0.90086 2.03024
C4 -0.97890 0.21269 -0.18395
C5 -0.58187 -0.05661 1.08587
H1 -0.77937 -1.03930 1.49643
H2 -0.81041 2.38102 -0.06628
H3 -1.54136 -0.81704 -1.97523
H4 -1.65304 -1.80993 -0.51487
H5 -2.86851 -0.57061 -0.84781
H6 -0.44957 1.66107 -1.63514
H7 -2.11924 1.78891 -1.09597
H8 -0.68668 1.32314 2.70273
H9 0.54049 1.73018 1.51116
H10 0.81840 0.39280 2.62844
C6 1.61900 -1.42292 0.06068
C7 1.49478 -0.17936 -0.78231
N1 2.38099 -1.60358 1.05062
N2 1.33333 -0.19023 -2.04928
H11 2.88609 -0.76466 1.34344
H12 1.19064 -1.12696 -2.43332
H13 1.06145 -2.28432 -0.30361
H14 1.98834 0.68888 -0.34329

3) C7H14N2 | ωB97M-V/def2-TZVPD

Computed properties:
Structure (SMILES): Cc1c[nH]cn1.CCC
HOMO-LUMO gap, eV: 9.4
Molar mass, u: 126.203

Atoms and positions in Å:
C1 2.51810 0.91657 -0.31619
C2 2.21095 0.03455 0.89590
C3 1.26444 1.70003 -0.65387
H1 3.20202 1.63181 0.09046
H2 3.12255 0.44243 -1.11679
H3 2.74394 -0.95128 0.85714
H4 0.26623 1.09569 -0.57756
H5 1.16980 2.57663 -0.01179
H6 1.35722 2.03867 -1.62065
H7 2.34522 0.47188 1.95587
H8 1.16167 -0.19536 0.95365
C4 -3.36304 0.19811 0.17708
C5 -0.93206 -2.06690 -1.06245
C6 -2.17697 -0.56602 -0.03431
C7 -1.00003 -0.66924 0.64188
N1 -2.12847 -1.53398 -1.03399
N2 -0.29126 -1.72437 0.10045
H9 -0.53428 -2.83894 -1.64067
H10 0.57482 -2.07455 0.51202
H11 -0.50713 -0.05466 1.25312
H12 -3.86046 0.41604 -0.83978
H13 -2.95262 1.11450 0.60952
H14 -4.19063 0.03838 0.86096

4) C7H14N2 | ωB97M-V/def2-TZVPD

Computed properties:
Structure (SMILES): Cc1c[nH]cn1.CCC
HOMO-LUMO gap, eV: 9.5
Molar mass, u: 126.203

Atoms and positions in Å:
C1 2.17088 0.24090 -0.90945
C2 3.49776 0.04129 -1.62466
C3 1.44973 1.50814 -1.38628
H1 1.57483 -0.66632 -1.03156
H2 2.29550 0.27179 0.17631
H3 4.08728 0.95594 -1.55548
H4 1.59144 1.65094 -2.45906
H5 0.39629 1.56357 -1.13346
H6 3.35868 -0.28543 -2.65210
H7 4.09060 -0.76046 -1.17614
H8 2.01976 2.30460 -0.90037
C4 -2.82845 1.13829 0.15797
C5 -0.81911 -1.20882 1.90886
C6 -1.84241 0.10582 0.55456
C7 -0.97950 -0.62193 -0.21152
N1 -1.65662 -0.20517 1.87591
N2 -0.30948 -1.43639 0.66513
H9 -0.43969 -1.67202 2.80366
H10 0.24068 -2.25288 0.46523
H11 -0.63884 -0.57291 -1.23019
H12 -2.64618 2.07743 0.64416
H13 -3.86728 0.85661 0.30119
H14 -2.69499 1.47940 -0.86158

Most stable structure: 4)

1) C7H14N2 | ωB97M-V/def2-TZVPD

Computed properties:
Structure (SMILES): Cc1c[nH]cn1.CCC
HOMO-LUMO gap, eV: 9.4
Molar mass, u: 126.203

Atoms and positions in Å:
C1 -2.31601 -1.49474 -2.06076
C2 -1.55243 1.71889 -0.74864
C3 -1.75719 -0.12897 -1.81268
C4 -0.60005 0.44040 -2.24917
N1 -2.33234 0.68059 -0.86526
N2 -0.48349 1.62570 -1.56288
H1 -1.67209 2.57345 -0.10560
H2 0.27952 2.25827 -1.72893
H3 0.17909 0.04603 -2.88455
H4 -1.53798 -2.25090 -2.04105
H5 -2.83355 -1.60891 -3.01999
H6 -3.10123 -1.65568 -1.33187
C5 1.00608 -0.01487 1.67963
C6 1.81141 0.66098 2.81998
C7 1.75266 -1.22421 1.11435
H7 -0.07099 -0.15993 1.80706
H8 1.06879 0.75190 0.90289
H9 1.79486 1.73701 2.71938
H10 1.15195 -1.87212 0.47050
H11 2.83874 0.29019 2.76682
H12 1.54548 0.33610 3.82339
H13 2.55442 -0.86303 0.46623
H14 2.27438 -1.84618 1.84117

2) C7H14N2 | ωB97M-V/def2-TZVPD

Computed properties:
Structure (SMILES): CCc1c[nH]cn1.CC
HOMO-LUMO gap, eV: 9.1
Molar mass, u: 126.203

Atoms and positions in Å:
C1 1.62222 2.04555 -1.82868
C2 2.73666 2.43240 -0.72113
H1 2.11875 2.22241 -2.83255
H2 1.34646 0.99633 -1.85155
H3 0.81243 2.66798 -1.80163
H4 2.29657 2.09693 0.24678
H5 3.65951 1.92988 -0.93031
H6 2.92151 3.57431 -0.71763
C3 -2.19724 -2.24704 0.49065
C4 -2.36341 -1.83918 -0.96988
C5 -1.07743 -1.36356 0.98921
C6 -1.13047 -0.01988 1.47405
C7 0.91899 -0.97953 1.74255
N1 0.11452 -1.89250 1.21920
N2 0.15147 0.27589 1.89768
H7 -3.10478 -2.11733 1.12026
H8 -1.99760 -3.28487 0.48129
H9 -2.90930 -2.65980 -1.64881
H10 -1.98765 0.54839 1.78122
H11 1.84811 -0.90673 2.32403
H12 0.53098 1.15716 2.18429
H13 -1.37057 -1.70926 -1.42464
H14 -2.93973 -0.92758 -1.22439

Most stable structure: 1)